Record 1
C20H20B2F4N7O6Ti | the ωB97M-V functional and the def2-TZVPD basis

Calculated values
HOMO   -11.48 eV
Strongest force on any atom   0.460 eV/A
Relative energy (zero: lowest compared OMol25 entry of this formula, charge and spin)   206.8 kJ/mol

Structure (ORCA input):
```
! RIJCOSX wB97M-V def2-TZVPD def2/J DEFGRID3
* xyz 1 1
Ti -0.1499 0.5499 -0.0478
C -1.9330 -3.7966 0.9616
C -1.5610 -2.4351 0.4743
N -0.1433 -2.1479 0.1712
O 0.6626 -2.5258 1.2526
B 1.1390 -1.3313 1.9467
F 1.5696 -1.6452 3.1868
F -0.0330 -0.4422 1.9730
O 2.1915 -0.5800 1.1661
N 1.7070 0.6974 0.9779
C 1.9037 1.5711 1.8957
C 2.9153 1.4560 2.9750
C 0.8141 2.5844 1.9784
N -0.2484 2.1367 1.4185
O -1.4140 2.7707 1.5662
B -2.5326 1.7604 1.3632
F -2.4990 0.7947 2.3269
F -3.6862 2.4368 1.2038
O -2.1776 1.0910 -0.0279
N -1.7824 -0.2526 -0.1992
C -2.3826 -1.3775 0.3501
C -3.8457 -1.3336 0.6454
C 0.8368 3.8126 2.8148
H -1.2492 -4.1149 1.7497
H -1.9435 -4.5504 0.1697
H -2.9268 -3.7731 1.4005
H 3.5406 0.5837 2.8136
H 2.4157 1.3624 3.9419
H 3.5292 2.3577 3.0018
H -4.3442 -0.6856 -0.0746
H -4.0124 -0.9194 1.6391
H -4.2894 -2.3233 0.5888
H 1.8365 4.0356 3.1767
H 0.1625 3.6905 3.6649
H 0.4639 4.6585 2.2363
O -0.0508 -0.8031 -3.6680
C 0.3136 -1.0358 -2.5452
N 0.8280 -0.0864 -1.6776
C 1.6191 0.8808 -2.3427
O 2.5434 0.6254 -3.0593
C 1.1266 2.2727 -2.1091
C 1.6236 3.3471 -2.8128
C 0.9621 4.5617 -2.6997
C -0.1708 4.6356 -1.9057
C -0.5876 3.5142 -1.2071
N 0.0652 2.3515 -1.2912
C 0.3849 -2.5067 -2.1544
C 0.6875 -3.3765 -3.1879
C 0.9658 -4.7062 -2.9284
C 0.9483 -5.1592 -1.6182
C 0.6072 -4.2829 -0.6186
N 0.3114 -3.0000 -0.9056
H 2.4818 3.2008 -3.4533
H 1.3085 5.4292 -3.2450
H -0.7390 5.5507 -1.8212
H -1.4565 3.5431 -0.5675
H 0.7260 -2.9640 -4.1846
H 1.2149 -5.3772 -3.7391
H 1.1843 -6.1816 -1.3632
H 0.5687 -4.5487 0.4238
*
```

=====

Record 2
C20H20Br2N2O2S | the ωB97M-V functional and the def2-TZVPD basis

Calculated values
HOMO   -5.78 eV
Strongest force on any atom   6.952 eV/A
Relative energy (zero: lowest compared OMol25 entry of this formula, charge and spin)   397.4 kJ/mol

Structure (ORCA input):
```
! RIJCOSX wB97M-V def2-TZVPD def2/J DEFGRID3
* xyz 0 1
C -0.9937 3.1107 1.6668
C -0.0863 2.2332 0.8086
N -0.4961 0.7773 0.9543
C -1.0804 0.2718 2.0972
N -1.3303 1.1321 3.0784
C -1.1033 2.5555 3.0687
C -1.8923 0.6058 4.3001
C -2.1567 -0.8616 4.0483
S -1.5469 -1.3351 2.4326
H -0.5697 4.1257 1.6929
H -2.0032 3.1538 1.2094
H -0.2161 2.6025 -0.2558
H 0.9891 2.3393 1.0893
H -0.2152 2.8433 3.6587
H -1.9535 3.0626 3.5529
H -1.1481 0.7812 5.1073
H -2.8147 1.1799 4.5423
H -1.6150 -1.4368 4.7907
H -3.2256 -1.0457 4.1027
C 5.5875 -1.1519 -3.1857
O 4.9219 -0.0268 -2.5941
C 3.6930 -0.0903 -2.0255
C 2.9439 -1.2750 -1.8065
C 1.6925 -1.2040 -1.1719
C 1.0686 0.0175 -0.7764
C -0.4058 0.1437 -0.2459
C -1.2744 -0.9781 -0.9130
C -2.6232 -1.0819 -0.5607
C -3.5303 -1.8416 -1.2575
Br -5.2932 -1.9310 -0.6317
C -3.1981 -2.6022 -2.4723
O -3.9997 -3.3095 -3.0997
C -1.8118 -2.4342 -2.9123
Br -1.3596 -3.3266 -4.4688
C -0.9589 -1.6012 -2.2299
C 1.8541 1.1517 -0.9993
C 3.1186 1.1175 -1.5663
H 6.5084 -0.7394 -3.6022
H 5.8360 -1.9049 -2.4322
H 4.9904 -1.5938 -3.9889
H 3.3538 -2.2409 -2.1359
H 1.1532 -2.1536 -1.1127
H -1.0111 0.7948 -0.8498
H -2.9883 -0.5366 0.2954
H 0.0223 -1.4614 -2.7192
H 1.4721 2.1369 -0.7855
H 3.6964 2.0274 -1.6972
*
```

=====

Record 3
C20H20Cl2N3O3PdS2 | the ωB97M-V functional and the def2-TZVPD basis

Calculated values
HOMO (alpha / beta)   -10.99 / -11.71 eV
Strongest force on any atom   0.074 eV/A
⟨S²⟩   6.107
Relative energy (zero: lowest compared OMol25 entry of this formula, charge and spin)   27.9 kJ/mol

Structure (ORCA input):
```
! RIJCOSX wB97M-V def2-TZVPD def2/J DEFGRID3
* xyz 1 5
Pd 1.5556 -0.1578 0.1412
C -4.3499 -1.7307 1.9118
C -3.2284 -2.0071 0.9510
C -3.0280 -1.1851 -0.1590
C -2.0170 -1.4460 -1.0659
C -1.1983 -2.5467 -0.8483
C -1.3674 -3.3799 0.2469
C -2.3874 -3.1023 1.1407
S 0.0888 -2.8702 -1.9797
O -0.3070 -2.4901 -3.3017
O 0.6820 -4.1445 -1.7226
N 1.2162 -1.7176 -1.4702
C 2.2692 -1.3792 -2.2119
C 2.6857 -1.9276 -3.4453
C 3.8178 -1.4028 -4.0393
C 4.4975 -0.3674 -3.4183
C 4.0269 0.1281 -2.1887
N 2.9619 -0.3577 -1.6050
H -4.5871 -0.6674 1.9517
H -4.1046 -2.0741 2.9164
H -5.2555 -2.2534 1.5978
H -3.6794 -0.3338 -0.3188
H -1.8613 -0.8069 -1.9245
H -0.7126 -4.2290 0.3870
H -2.5357 -3.7467 1.9984
H 2.1215 -2.7293 -3.8978
H 4.1666 -1.7982 -4.9832
H 5.3828 0.0657 -3.8613
H 4.5409 0.9353 -1.6817
Cl -1.9058 2.8714 -1.9105
C -0.6590 3.4590 -0.8840
C -0.5813 4.8052 -0.6055
C 0.4140 5.2860 0.2382
C 1.3365 4.4149 0.8184
C 1.2543 3.0778 0.5310
Cl 2.4020 1.9968 1.2973
C 0.2722 2.5119 -0.3392
N 0.1575 1.2299 -0.6433
H -1.3017 5.4794 -1.0472
H 0.4715 6.3437 0.4530
H 2.1043 4.7833 1.4844
C -1.2974 0.9044 2.3530
S -0.5352 -0.6171 2.8999
C 0.4536 0.0673 4.2245
O 0.4462 -1.0290 1.8264
H -2.0321 1.2047 3.1003
H -1.7878 0.6899 1.4046
H -0.5396 1.6763 2.2242
H -0.2115 0.4648 4.9908
H 1.1000 0.8484 3.8259
H 1.0455 -0.7464 4.6380
*
```

=====

no.,E_tot (eV)
1,-79118.6823
2,-179055.5184
3,-81862.6536